[1]
The following is a DFT calculation (ωB97M-V/def2-TZVPD) of a molecular structure, C23H18Cl2CoN3O6.

Structure (XYZ):
```
53
Properties=species:S:1:pos:R:3:forces:R:3:lowdin_spin:R:1
Co 0.31526 -0.54812 0.16983 -0.09 0.22 0.29 2.76
O -3.55732 0.91408 -0.14234 0.10 -0.09 0.03 0.00
C -2.28486 0.63101 -0.16638 -0.09 0.09 -0.06 0.00
O -1.81612 -0.49992 -0.18648 -0.01 -0.02 0.07 0.04
C -1.37895 1.82148 -0.26687 0.03 -0.06 -0.01 0.00
C -1.72737 3.16286 -0.27864 0.03 -0.02 -0.04 0.00
C -0.69509 4.08597 -0.37108 -0.02 0.01 0.00 0.00
C 0.63071 3.66028 -0.45269 -0.03 0.01 -0.03 0.00
C 0.87276 2.29899 -0.43598 -0.03 -0.10 0.00 0.00
N -0.12285 1.42975 -0.34289 0.00 0.02 0.06 0.04
C 2.18148 1.55402 -0.49999 0.13 -0.01 -0.09 0.00
O 3.31448 2.19274 -0.66460 -0.14 0.01 0.01 0.00
O 2.17855 0.33732 -0.40967 -0.01 0.03 0.08 0.03
H -4.07632 0.09631 -0.05914 -0.05 0.02 -0.01 0.00
H -2.76170 3.46759 -0.21229 0.00 0.00 0.00 0.00
H -0.92001 5.14370 -0.38012 0.01 0.00 0.00 0.00
H 1.42460 4.39227 -0.52460 0.00 0.00 0.00 0.00
H 3.19107 3.14385 -0.79055 0.07 0.02 0.00 0.00
O -1.85860 0.95645 2.37836 0.07 -0.01 -0.01 0.00
C -0.87319 0.44331 2.87139 -0.14 0.14 -0.03 0.00
N -0.66721 0.28713 4.22356 -0.06 -0.07 0.04 0.00
C 0.66718 -0.17497 4.51081 0.02 0.01 -0.15 0.03
C 1.16423 -0.47838 3.03331 -0.04 -0.02 0.23 0.03
O 2.22659 -0.99616 2.78428 0.01 -0.04 -0.09 0.02
N 0.20418 -0.07996 2.17247 0.10 -0.22 -0.23 0.05
C 0.73215 -1.44325 5.28990 0.07 -0.14 0.06 0.23
C -0.41537 -2.11233 5.76465 0.03 0.13 -0.03 0.04
C -0.26560 -3.22873 6.53487 0.11 -0.04 0.02 0.11
C 1.03943 -3.72178 6.84257 -0.08 -0.01 0.00 0.24
C 2.18400 -3.08801 6.36489 -0.01 -0.02 0.01 0.01
C 2.04454 -1.97152 5.58276 -0.10 0.09 -0.06 0.16
C 1.55112 0.83792 5.23145 -0.06 0.01 -0.04 0.04
C 2.58583 1.52602 4.60501 0.03 0.00 0.07 0.01
C 3.31924 2.45524 5.32553 0.01 -0.01 -0.05 0.02
C 3.03746 2.69409 6.66650 -0.01 0.02 0.06 0.02
C 2.01595 2.00233 7.29864 0.01 -0.02 -0.07 0.00
C 1.27694 1.07302 6.58173 -0.01 0.02 0.09 0.04
H -1.20390 0.85501 4.86093 0.06 0.07 0.00 0.00
H -1.39236 -1.71788 5.52377 -0.01 -0.02 0.01 0.00
H -1.12762 -3.75075 6.92743 -0.01 0.00 -0.01 0.00
H 1.12868 -4.61468 7.44803 0.01 0.00 0.00 0.01
H 3.16196 -3.48596 6.59452 0.01 0.01 -0.01 0.00
H 2.89878 -1.47010 5.14856 0.02 -0.02 0.01 0.00
H 2.83823 1.32580 3.57260 0.00 -0.01 -0.01 0.00
H 4.12407 2.99278 4.84236 0.00 0.00 0.00 0.00
H 3.61980 3.41917 7.21866 0.01 0.00 0.00 0.00
H 1.79651 2.18181 8.34188 -0.01 0.00 0.00 0.00
H 0.46865 0.54260 7.07527 -0.01 0.00 -0.01 0.00
Cl 0.42107 -1.97757 -2.02710 0.00 0.02 -0.04 0.02
C 0.67752 -3.45019 -1.07026 0.00 0.02 0.08 0.00
Cl 0.73052 -3.00324 0.66139 0.07 -0.01 -0.15 0.03
H 1.63506 -3.87926 -1.33832 -0.01 -0.02 0.00 0.00
H -0.15473 -4.12475 -1.22805 0.01 -0.01 -0.01 0.00
```
Forces are in eV/Å.

The frontier orbital gap (alpha / beta) comes out at 8.4 / 5.0 eV. As for the calculated total energy: -3805.67753 Ha. Its HOMO energy (alpha / beta) is -14.50 / -14.40 eV. The spin multiplicity is 5. Its total charge is +2.


[2]
The following is a DFT calculation (ωB97M-V/def2-TZVPD) of a molecular structure, C29H78Be2N7O10 in a non-equilibrium geometry.

Structure (XYZ):
```
126
Properties=species:S:1:pos:R:3:forces:R:3:lowdin_charge:R:1
Be 6.09944 -1.69901 -1.24097 -0.08 -0.09 0.13 0.66
Be 1.69108 4.14801 -0.24488 -0.25 0.38 0.08 0.68
O -0.20588 -2.04435 -0.47595 -0.58 -2.37 -1.09 0.15
C 0.65109 -1.35426 -1.22518 1.70 -2.89 2.28 -0.78
O 1.64368 -1.89767 -1.78700 -1.01 0.37 -0.42 0.15
O 0.57619 -0.19571 -0.91880 0.90 4.97 -1.22 0.15
H -0.78495 -1.33753 -0.18155 -0.71 -0.01 0.51 0.12
C -9.68965 -5.63997 -0.40100 0.28 0.14 0.10 -0.04
C -9.67096 -5.93042 1.08691 1.44 0.31 1.01 -0.40
C -8.28995 -5.67082 1.77386 -0.52 -0.96 0.60 -0.22
O -7.78122 -4.42084 1.56509 0.40 2.43 -1.52 -0.19
C -6.42552 -4.14564 1.99541 -1.61 -1.18 -0.85 -0.03
N -10.72718 -5.15979 1.66875 -0.23 0.85 -0.41 0.14
H -8.96145 -6.26010 -0.92376 -0.23 -0.12 -0.22 0.10
H -9.42772 -4.59091 -0.53864 -0.04 -0.01 -0.19 0.09
H -10.72420 -5.80502 -0.70195 0.28 -0.17 -0.68 0.09
H -9.88628 -6.98210 1.27585 0.01 -0.23 -0.11 0.15
H -7.61249 -6.44131 1.40578 0.24 -0.27 -0.04 0.13
H -8.33850 -5.73268 2.86102 -0.53 -0.90 0.33 0.13
H -5.78625 -4.83828 1.44798 0.36 -0.14 0.21 0.09
H -6.41807 -4.35872 3.06436 0.59 0.46 0.13 0.10
H -6.19310 -3.13979 1.64562 -0.12 -0.02 0.60 0.09
H -10.48938 -4.18146 1.74878 0.58 0.34 0.79 0.10
H -11.45226 -5.08953 0.96917 -0.91 -0.55 0.27 0.09
C -4.87941 3.63286 1.37228 1.04 1.03 1.86 -0.02
C -4.37084 5.04354 1.85884 0.72 0.09 -1.45 -0.38
C -5.25245 5.70424 2.99011 -1.31 -0.01 -1.53 -0.15
O -6.51412 5.96848 2.35797 -0.33 -0.45 1.19 -0.16
C -7.70044 5.76876 3.18457 0.42 -0.10 -0.31 -0.05
N -2.98272 5.10474 2.31766 -0.72 -0.83 -0.05 0.10
H -4.61171 3.07236 2.26797 -0.80 -1.02 -0.13 0.07
H -4.33582 3.19183 0.53676 0.16 0.51 -0.02 0.08
H -5.94184 3.69344 1.13632 0.11 -0.14 0.35 0.08
H -4.33968 5.61063 0.92850 -0.57 0.86 0.39 0.14
H -4.80499 6.64258 3.31781 0.11 0.14 -0.23 0.13
H -5.32753 5.06442 3.86937 -0.17 -0.32 -0.04 0.13
H -7.98126 4.72801 3.34605 0.66 -0.44 0.00 0.09
H -8.58098 6.13858 2.65922 0.42 0.60 -0.10 0.10
H -7.55599 6.23614 4.15863 -0.14 0.18 -0.09 0.09
H -2.67507 6.05935 2.43673 0.13 0.05 -0.04 0.09
H -2.85461 4.59163 3.17812 0.30 -0.15 0.17 0.09
C -0.28512 9.34913 -3.22552 -0.72 0.89 -1.25 -0.06
C -0.46037 8.00037 -2.52344 -0.74 0.29 -0.29 -0.39
C -0.73981 6.92565 -3.59941 2.26 -0.66 0.75 -0.15
O -0.61442 5.54651 -3.09456 -0.93 1.12 -0.37 -0.22
C -0.79760 4.64142 -4.17217 0.43 0.09 -0.74 -0.12
N 0.86013 7.73452 -1.96396 0.43 -0.17 0.34 0.08
H -1.06191 9.67799 -3.91586 -0.69 -0.57 0.05 0.09
H 0.55670 9.29680 -3.91596 0.39 0.02 0.20 0.09
H -0.19554 10.24762 -2.61496 0.39 -0.44 0.59 0.09
H -1.24805 8.06694 -1.77294 0.20 -0.23 0.20 0.14
H 0.18646 7.03976 -4.16252 -0.08 -0.01 -0.89 0.12
H -1.57044 7.14070 -4.27166 -0.37 -0.34 0.44 0.14
H -0.03215 4.73192 -4.94289 0.43 0.60 -0.09 0.08
H -1.72488 4.83991 -4.70962 -0.34 -0.36 0.28 0.09
H -0.66137 3.59637 -3.89398 -0.61 0.15 0.69 0.09
H 1.46946 8.07414 -2.69435 0.69 -0.75 -0.47 0.08
H 1.14247 8.39040 -1.24966 -0.58 0.02 0.81 0.09
C -1.43218 -8.94112 -2.49575 0.88 -1.08 0.63 -0.06
C -1.51076 -7.83830 -1.46587 0.40 1.01 -1.48 -0.41
C -0.77862 -8.24254 -0.18428 -1.01 0.28 1.08 -0.18
O -1.04019 -7.32109 0.91098 0.74 -0.27 -0.92 -0.18
C -0.82795 -8.01865 2.11922 -0.76 -0.06 0.86 -0.13
N -0.90521 -6.66355 -2.12263 -0.17 0.24 1.68 0.09
H -0.45691 -8.94860 -2.98249 0.21 0.20 0.08 0.08
H -2.13899 -8.94079 -3.32553 -0.36 0.06 0.57 0.09
H -1.41831 -9.82793 -1.86215 -0.59 -0.73 -0.81 0.08
H -2.55363 -7.60005 -1.25672 0.05 -0.01 0.29 0.15
H 0.29613 -8.38785 -0.29324 0.16 0.16 -0.34 0.14
H -1.20228 -9.20282 0.10978 0.00 -0.26 0.05 0.11
H -1.01224 -7.42955 3.01761 -0.15 0.75 -0.42 0.09
H 0.17699 -8.40507 2.28916 0.13 -0.29 -0.60 0.09
H -1.59848 -8.78787 2.17112 0.31 -0.60 0.11 0.09
H 0.09466 -6.78259 -2.04391 0.49 -0.19 -0.65 0.08
H -1.05202 -5.89481 -1.48420 -0.34 0.77 -0.14 0.07
C 4.50195 5.01169 5.54773 0.04 1.24 0.29 -0.08
C 3.59962 4.19954 4.53206 -0.84 0.64 1.90 -0.35
C 2.44865 3.50902 5.43673 1.41 -0.58 -2.20 -0.17
O 1.71137 2.58749 4.63786 0.48 0.51 -1.72 -0.23
C 0.54336 1.98086 5.15292 1.17 1.08 1.82 -0.09
N 2.94575 5.09346 3.53167 0.75 -0.26 0.86 0.05
H 4.76744 4.60662 6.52423 0.19 -1.19 -0.43 0.08
H 4.13286 5.94629 5.97010 -1.58 0.20 -0.42 0.07
H 5.38710 5.51118 5.15390 0.47 -0.95 -0.69 0.07
H 4.26669 3.51257 4.01130 -0.46 -0.39 0.11 0.13
H 1.80632 4.30237 5.81900 0.03 0.00 0.39 0.13
H 3.02350 2.94933 6.17456 -0.42 0.16 0.63 0.12
H -0.16017 2.74955 5.47266 -0.52 0.10 -0.41 0.08
H 0.90132 1.58865 6.10483 -0.63 -1.04 0.15 0.09
H 0.10959 1.24883 4.47169 0.34 0.18 0.07 0.09
H 2.48812 5.76430 4.13221 -0.83 0.28 -0.08 0.07
H 3.67814 5.67593 3.15164 0.36 0.01 -0.54 0.06
C 4.73545 0.65507 -6.77866 -0.57 0.39 -0.32 -0.07
C 5.24202 -0.75209 -7.12109 -0.79 1.43 0.35 -0.42
C 5.71965 -0.82788 -8.55972 0.96 -0.34 -1.42 -0.21
O 6.15779 -2.11652 -8.95502 -0.12 -0.96 -0.18 -0.20
C 6.37128 -2.26992 -10.38807 -0.85 0.41 0.87 -0.06
N 6.22639 -1.11112 -6.13428 0.72 -0.19 -0.57 0.10
H 5.41370 1.50282 -6.87558 0.70 -0.38 -0.10 0.08
H 4.39209 0.66686 -5.74422 -0.18 -0.08 0.00 0.07
H 3.91188 0.95147 -7.42827 -0.27 -0.25 0.11 0.08
H 4.36505 -1.37947 -6.96173 -0.04 -0.45 -0.44 0.15
H 6.62954 -0.27514 -8.79354 -0.02 1.19 0.80 0.14
H 4.96630 -0.42170 -9.23469 -0.46 -0.19 -0.02 0.13
H 6.91873 -3.19029 -10.59132 -0.13 0.12 0.33 0.09
H 6.89341 -1.42153 -10.83045 0.27 0.13 0.23 0.09
H 5.37979 -2.29608 -10.84012 0.00 -0.21 -0.28 0.09
H 6.90994 -1.62554 -6.67114 0.55 -0.68 0.52 0.08
H 6.67966 -0.26514 -5.81968 0.23 0.07 0.25 0.08
C 7.73903 -0.66290 4.95721 -1.27 -0.46 0.02 -0.03
C 7.26906 -1.62182 3.82618 -0.07 -0.33 -0.13 -0.40
C 5.78620 -2.04333 3.83587 0.74 1.11 -0.42 -0.20
O 5.58895 -2.84176 2.70300 0.55 -1.24 -0.35 -0.22
C 4.48016 -3.71088 2.73993 -0.66 0.67 -0.44 -0.10
N 7.63409 -0.94438 2.60812 -0.07 0.56 -0.85 0.07
H 7.26511 -0.94209 5.89825 0.34 0.03 0.23 0.08
H 7.34305 0.31047 4.66766 -0.16 0.17 0.23 0.08
H 8.81329 -0.51203 5.06353 -0.01 -0.56 -0.05 0.09
H 7.84596 -2.53210 3.66286 0.08 -0.42 1.18 0.15
H 5.13338 -1.19989 3.61113 -0.06 0.71 0.83 0.13
H 5.54448 -2.46404 4.81192 -0.18 -0.44 -0.14 0.14
H 3.61432 -3.17197 3.12462 -0.14 -0.15 0.65 0.09
H 4.66665 -4.65017 3.26056 0.01 0.10 0.11 0.10
H 4.16169 -3.88936 1.71288 0.43 -0.39 -0.15 0.08
H 8.50956 -0.52948 2.89364 0.45 0.37 -1.05 0.08
H 6.99008 -0.20638 2.36171 -0.10 0.28 0.02 0.08
```
Forces are in eV/Å.

The frontier orbital gap comes out at 1.0 eV. As for the calculated total energy: -2315.13160 Ha. Its HOMO energy is -13.63 eV. The spin multiplicity is 1. Its total charge is +3. For the energy relative to the best compared isomer or geometry (same formula, charge and spin), the calculation gives 21.3627 eV.


[3]
The following is a DFT calculation (ωB97M-V/def2-TZVPD) of a molecular structure, C11H19K2N4O5 in a non-equilibrium geometry.

Structure (XYZ):
```
41
Properties=species:S:1:pos:R:3:forces:R:3:lowdin_charge:R:1
K 4.07649 -1.83485 -1.42228 -0.84 0.03 -0.01 0.89
K 4.39479 1.77362 0.12956 -0.94 0.27 0.02 0.86
C 1.28826 -0.24150 0.21402 0.01 0.43 -0.67 -0.36
O 2.29113 0.14241 -0.66530 1.30 -0.52 0.15 -0.58
H 1.17415 -1.33645 0.34236 0.33 -0.07 0.29 0.03
H 1.42632 0.23456 1.19912 -0.27 -0.29 0.23 0.06
H 0.28374 0.03670 -0.15522 0.15 0.17 0.13 0.04
C 0.96378 -4.45104 0.48890 -0.18 0.34 -0.06 0.06
N 2.20457 -4.96748 -0.15762 -0.19 -0.37 -0.10 -0.43
O 2.67625 -5.98274 0.29603 0.01 0.48 -0.27 0.11
O 2.64232 -4.36388 -1.13857 0.07 0.12 0.44 -0.03
H 0.96963 -4.79451 1.51566 -0.08 -0.05 -0.01 0.11
H 0.09941 -4.82022 -0.05979 0.16 -0.33 -0.02 0.11
H 0.92790 -3.36831 0.40530 0.29 -0.02 0.07 0.06
C -2.72770 1.11250 -0.93530 0.28 0.97 -0.17 0.04
N -1.37210 1.74240 -0.97115 -0.07 0.01 0.01 -0.42
O -0.73058 1.63407 -1.98747 0.07 -0.04 -0.01 0.09
O -1.01000 2.38502 0.00533 -0.17 -0.15 0.09 0.03
H -3.38106 1.95697 -1.14631 -0.22 -0.14 -0.11 0.12
H -2.94902 0.69266 0.03821 0.35 0.54 -0.14 0.07
H -2.71977 0.34333 -1.69882 -0.20 0.37 0.02 0.07
N -4.35493 -1.60491 -1.49505 -0.91 0.68 0.54 0.02
C -3.05920 -1.88468 -1.75192 0.67 -0.67 0.18 -0.16
C -2.36463 -1.76666 -0.57383 0.16 -0.47 0.32 -0.13
C -3.28001 -1.36348 0.42949 -0.72 -0.64 -0.11 -0.14
C -4.52010 -1.26105 -0.16657 0.81 -0.24 -0.21 -0.11
H -5.07962 -1.47642 -2.17807 0.02 -0.22 -0.13 0.15
H -2.71381 -2.22093 -2.71416 -0.10 0.11 -0.10 0.12
H -1.31518 -1.96546 -0.41938 -0.01 0.07 -0.15 0.08
H -3.07722 -1.16256 1.46753 0.07 -0.04 0.05 0.11
H -5.46460 -0.94545 0.23820 -0.10 -0.06 -0.09 0.12
N 1.49562 3.38721 1.07753 0.57 0.26 -0.68 0.04
C 2.01961 4.39117 0.29988 0.31 -0.38 0.00 -0.12
C 3.14702 4.86743 0.92372 0.03 -0.13 -0.13 -0.13
C 3.32780 4.11874 2.13314 0.32 0.78 -1.02 -0.14
C 2.30675 3.21298 2.15712 -0.38 -1.01 0.72 -0.19
H 0.72544 2.79602 0.77236 0.10 0.14 0.17 0.10
H 1.65753 4.60193 -0.69225 -0.36 0.12 0.16 0.12
H 3.78220 5.64490 0.52967 -0.04 0.09 0.15 0.10
H 4.12437 4.33786 2.82377 -0.16 -0.37 0.33 0.10
H 2.11449 2.40011 2.84215 -0.14 0.23 0.17 0.12
```
Forces are in eV/Å.

The frontier orbital gap comes out at 6.8 eV. As for the calculated total energy: -2225.24902 Ha. Its HOMO energy is -10.41 eV. The spin multiplicity is 1. Its total charge is +1. For the energy relative to the best compared isomer or geometry (same formula, charge and spin), the calculation gives 0.0000 eV.